(1)
ORCA calculation (wB97M-V/def2-TZVPD) on 5 unconnected molecules or ions with the total composition C13H30NO14S3 in a non-equilibrium geometry.

net charge: -1
E: -76622.4745 eV
HOMO-LUMO gap: 5.8 eV
ΔE to the lowest compared entry with this formula, charge and spin: 345.59 kJ/mol

Each line ends with the Mulliken charge.
Atoms and positions in Å:
N1 3.3543 2.5941 -2.3464  0.997
O1 2.1942 2.7520 -1.8474  -0.704
O2 3.5279 2.5527 -3.5267  -0.652
O3 4.3026 2.6749 -1.6261  -0.641
O4 6.7190 -1.3517 -4.0864  -0.597
C1 5.9388 -2.3301 -4.0703  0.483
O5 5.7291 -3.0854 -2.9572  -0.347
C2 4.7503 -4.0565 -3.1108  -0.352
C3 4.0824 -3.7086 -4.3940  -0.569
C4 5.0424 -2.7896 -5.1845  -0.281
H1 4.0166 -4.1096 -2.3064  0.274
H2 5.3830 -4.9440 -3.1174  0.261
H3 3.1949 -3.1275 -4.1438  0.285
H4 3.8283 -4.5284 -5.0660  0.315
H5 4.3888 -2.0209 -5.5969  0.247
H6 5.6588 -3.2985 -5.9255  0.280
O6 5.3372 1.2297 5.9694  -0.560
S1 5.2067 -0.2051 5.7563  1.101
O7 5.9212 -1.1830 6.6000  -0.588
O8 3.5809 -0.6290 5.6107  -0.334
C5 2.7940 0.1052 4.6116  -0.119
C6 1.4215 0.3082 5.1531  -1.269
C7 5.7262 -0.5932 4.0292  -0.980
H7 2.7758 -0.5429 3.7353  0.282
H8 3.3276 1.0032 4.3003  0.400
H9 1.2560 1.1618 5.8105  0.316
H10 1.0309 -0.6057 5.6006  0.306
H11 0.8295 0.6102 4.2892  0.372
H12 6.8055 -0.7385 3.9833  0.361
H13 5.4942 0.1903 3.3078  0.367
H14 5.3241 -1.5041 3.5857  0.345
O9 -2.3536 -3.4299 1.5265  -0.582
S2 -3.5076 -3.5672 0.6206  1.112
O10 -3.4259 -4.1434 -0.7351  -0.574
O11 -4.7190 -4.3420 1.4801  -0.324
C8 -4.9133 -4.1432 2.8692  -0.174
C9 -6.3268 -4.4035 3.2636  -1.192
C10 -4.3310 -1.9363 0.3717  -0.851
H15 -4.5379 -3.1606 3.1551  0.381
H16 -4.3140 -4.8357 3.4604  0.248
H17 -6.5570 -5.4676 3.2094  0.294
H18 -7.0975 -3.8586 2.7183  0.322
H19 -6.4290 -4.1423 4.3168  0.366
H20 -3.5823 -1.3101 -0.1134  0.351
H21 -4.8054 -1.5935 1.2912  0.309
H22 -5.1185 -2.0964 -0.3647  0.313
O12 -4.8910 4.3062 -3.6856  -0.575
S3 -4.4452 5.6604 -3.9698  1.148
O13 -5.2439 6.5455 -4.8311  -0.603
O14 -4.1747 6.4545 -2.5746  -0.318
C11 -3.5789 5.7413 -1.5522  -0.281
C12 -4.5630 5.1634 -0.5281  -1.079
C13 -2.6384 5.5284 -4.6392  -0.949
H23 -2.9488 6.4681 -1.0397  0.338
H24 -2.9938 4.9246 -1.9750  0.316
H25 -4.2289 4.4148 0.1904  0.345
H26 -5.2605 4.6167 -1.1627  0.290
H27 -5.1693 5.9247 -0.0373  0.293
H28 -1.9528 4.8486 -4.1333  0.376
H29 -2.2070 6.5094 -4.4401  0.337
H30 -2.6276 5.4938 -5.7286  0.363

Atoms 1-3, force components in eV/Å:
-2.5 2.0 1.4
-0.4 -0.7 -0.3
-0.3 -0.9 -4.1

(2)
ORCA calculation (wB97M-V/def2-TZVPD) on a molecular structure, C53H58N5P2SSbSi2Ta.

net charge: +3
E: -116593.7515 eV
HOMO-LUMO gap: 7.6 eV
ΔE to the lowest compared entry with this formula, charge and spin: 16.27 kJ/mol

Each line ends with the Mulliken charge.
Atoms and positions in Å:
Ta1 -0.2663 0.3356 -0.3029  -0.951
C1 3.1922 0.7152 -3.6580  -1.090
Si1 2.4928 -0.2038 -2.2125  -0.126
C2 3.8347 -0.9435 -1.1620  -0.475
C3 1.2210 -1.4613 -2.7609  -0.556
N1 1.4510 0.8758 -1.2054  0.527
P1 1.6599 2.1697 -0.1641  1.623
C4 0.0372 2.0770 0.5453  -0.598
P2 -1.4150 2.7318 -0.2202  1.199
N2 -1.8756 1.3415 -1.0333  0.347
Si2 -3.4217 1.0481 -1.9468  0.638
C5 -4.7620 0.5038 -0.7733  -1.054
C6 -4.0528 2.5790 -2.7849  -1.310
C7 -2.9626 -0.2569 -3.2111  -0.815
C8 -1.1419 4.0543 -1.3759  1.126
C9 -1.0445 3.7837 -2.7400  -0.771
C10 -0.8723 4.8250 -3.6359  -1.101
C11 -0.7733 6.1288 -3.1685  -0.685
C12 -0.8369 6.3979 -1.8066  -0.950
C13 -1.0262 5.3638 -0.9053  -0.815
C14 -2.5829 3.2405 1.0231  0.764
C15 -2.4434 2.7897 2.3367  -0.450
C16 -3.3925 3.1373 3.2847  -0.863
C17 -4.4777 3.9273 2.9242  -0.649
C18 -4.6128 4.3849 1.6200  -0.895
C19 -3.6638 4.0494 0.6676  -0.384
C20 2.8963 1.8714 1.0801  0.737
C21 2.5503 1.5557 2.3918  -0.489
C22 3.5482 1.3129 3.3230  -0.763
C23 4.8817 1.3778 2.9432  -0.747
C24 5.2300 1.6950 1.6347  -0.717
C25 4.2402 1.9528 0.7033  -0.623
C26 2.1107 3.6802 -0.9836  0.843
C27 2.5115 4.7462 -0.1711  -1.079
C28 2.9505 5.9188 -0.7570  -0.881
C29 3.0014 6.0244 -2.1431  -0.628
C30 2.5947 4.9693 -2.9468  -1.092
C31 2.1379 3.7943 -2.3690  -0.188
H1 3.8043 0.0221 -4.2429  0.472
H2 3.8429 1.5367 -3.3507  0.333
H3 2.4227 1.1099 -4.3250  0.355
H4 4.1316 -1.9080 -1.5840  0.531
H5 3.5104 -1.1054 -0.1331  -0.255
H6 4.7231 -0.3086 -1.1453  0.526
H7 1.6256 -2.1192 -3.5348  0.624
H8 0.3474 -0.9717 -3.2109  0.158
H9 0.8966 -2.1099 -1.9418  -0.336
H10 -4.7681 1.1046 0.1408  0.190
H11 -4.7235 -0.5518 -0.5072  0.292
H12 -5.7222 0.6695 -1.2701  0.587
H13 -4.4229 3.3189 -2.0735  0.349
H14 -4.9229 2.2432 -3.3599  0.505
H15 -3.3742 3.0684 -3.4802  0.425
H16 -1.9260 -0.5928 -3.1216  -0.124
H17 -3.0798 0.1369 -4.2233  0.501
H18 -3.6075 -1.1349 -3.1349  0.356
H19 -1.1152 2.7643 -3.1004  0.907
H20 -0.8192 4.6238 -4.6982  0.511
H21 -0.6462 6.9432 -3.8706  0.481
H22 -0.7547 7.4161 -1.4494  0.507
H23 -1.0995 5.5775 0.1549  0.579
H24 -1.5775 2.2024 2.6182  0.320
H25 -3.2763 2.8138 4.3110  0.528
H26 -5.2125 4.2052 3.6686  0.449
H27 -5.4495 5.0145 1.3492  0.494
H28 -3.7536 4.4331 -0.3400  0.439
H29 1.5101 1.5212 2.6857  0.385
H30 3.2866 1.0860 4.3481  0.531
H31 5.6586 1.1987 3.6755  0.478
H32 6.2716 1.7586 1.3494  0.518
H33 4.5117 2.2288 -0.3095  0.592
H34 2.5037 4.6517 0.9089  0.539
H35 3.2709 6.7449 -0.1360  0.500
H36 3.3651 6.9370 -2.5983  0.477
H37 2.6366 5.0602 -4.0245  0.502
H38 1.8124 2.9704 -2.9900  0.647
N3 -4.5371 -1.5403 2.6745  -0.339
C32 -3.7541 -1.7849 1.6103  -0.015
C33 -2.6847 -0.9293 1.2635  -0.281
N4 -1.9611 -1.1671 0.1820  1.891
C34 -2.2283 -2.2481 -0.5659  -0.545
C35 -3.2607 -3.0927 -0.1856  -1.481
N5 -4.0170 -2.8693 0.8759  -0.459
H39 -4.4872 -0.6747 3.1811  0.197
H40 -5.3370 -2.1347 2.8198  0.323
H41 -2.4570 -0.0448 1.8497  -0.083
H42 -1.6313 -2.4204 -1.4513  0.730
H43 -3.4944 -3.9734 -0.7742  0.540
S1 0.9336 -1.2163 1.2091  -0.174
Sb1 0.7921 -3.5675 1.3065  1.022
C36 -0.9942 -4.2769 2.0957  0.819
C37 -1.5383 -3.6263 3.2009  -0.585
C38 -2.6501 -4.1728 3.8248  -0.648
C39 -3.2086 -5.3495 3.3437  -0.652
C40 -2.6556 -5.9977 2.2480  -0.742
C41 -1.5366 -5.4699 1.6195  -0.712
C42 2.3384 -3.9903 2.6260  0.948
C43 3.4745 -3.1860 2.6708  -0.424
C44 4.5104 -3.5405 3.5222  -0.730
C45 4.4038 -4.6773 4.3128  -0.596
C46 3.2642 -5.4675 4.2661  -0.796
C47 2.2185 -5.1279 3.4194  -0.711
C48 1.2031 -4.3969 -0.5595  0.692
C49 2.5436 -4.5553 -0.9035  -0.825
C50 2.8665 -5.0751 -2.1496  -0.692
C51 1.8595 -5.4363 -3.0342  -0.687
C52 0.5241 -5.2877 -2.6816  -0.891
C53 0.1885 -4.7651 -1.4412  -0.089
H44 -1.0931 -2.7154 3.5864  0.586
H45 -3.0714 -3.6882 4.6960  0.502
H46 -4.0724 -5.7761 3.8373  0.455
H47 -3.0844 -6.9252 1.8915  0.490
H48 -1.0910 -5.9993 0.7861  0.541
H49 3.5511 -2.2890 2.0670  0.320
H50 5.4021 -2.9290 3.5694  0.463
H51 5.2157 -4.9479 4.9750  0.422
H52 3.1861 -6.3483 4.8896  0.430
H53 1.3267 -5.7437 3.3901  0.452
H54 3.3326 -4.2991 -0.2047  0.543
H55 3.9048 -5.2168 -2.4211  0.489
H56 2.1163 -5.8542 -3.9992  0.424
H57 -0.2548 -5.5928 -3.3687  0.496
H58 -0.8542 -4.6658 -1.1641  0.448

Atoms 1-3, force components in eV/Å:
0.0 -0.4 -0.2
0.0 0.0 0.0
0.0 0.0 0.0

(3)
ORCA calculation (wB97M-V/def2-TZVPD) on 2 unconnected molecules or ions with the total composition C2H3Br2O2P in a non-equilibrium geometry.

E: -155590.6005 eV
SMILES: PC(Br)Br.O=C=O
HOMO-LUMO gap: 9.8 eV
ΔE to the lowest compared entry with this formula, charge and spin: 84.35 kJ/mol

Each line ends with the Mulliken charge.
Atoms and positions in Å:
P1 -0.6049 1.9548 -1.5253  0.019
C1 -0.2167 0.4526 -0.2466  -0.373
Br1 1.0832 0.9444 1.2477  -0.093
Br2 0.2602 -1.0397 -1.2582  -0.037
H1 0.5577 1.7715 -2.5485  0.069
H2 0.1847 2.8592 -0.9003  0.051
H3 -1.1303 0.0486 0.3712  0.362
O1 -1.1591 -2.0953 1.5595  -0.376
C2 -0.0446 -2.3019 1.6271  0.737
O2 1.0697 -2.5942 1.6735  -0.358

Atoms 1-3, force components in eV/Å:
1.1 -2.1 -0.7
-1.6 1.2 1.3
-0.7 -0.3 -1.1

(4)
ORCA calculation (wB97M-V/def2-TZVPD) on a molecular structure, C31H25CrN5O8 in a non-equilibrium geometry.

spin multiplicity: 5
<S²>: 6.03
E: -84801.1670 eV
HOMO-LUMO gap (alpha / beta): 6.5 / 6.9 eV
ΔE to the lowest compared entry with this formula, charge and spin: 0.00 kJ/mol

Each line ends with the Mulliken spin population.
Atoms and positions in Å:
Cr1 0.0997 0.0076 0.2307  3.856
C1 2.1295 3.1800 0.8468  0.024
O1 0.8473 1.7598 -0.6106  -0.025
C2 -0.1202 2.5531 -1.2335  -0.074
C3 0.1306 3.7667 -1.8380  0.012
C4 -0.9308 4.4538 -2.4091  -0.016
C5 -2.2167 3.9338 -2.3523  0.009
C6 -2.4615 2.7241 -1.7287  0.002
C7 -1.4083 2.0098 -1.1619  0.118
N1 -1.5139 0.7905 -0.4665  -0.105
N2 -2.7115 0.3167 -0.4019  0.061
C8 -3.0292 -0.7779 0.2926  0.108
C9 -2.1362 -1.5138 1.1513  0.044
O2 -0.8983 -1.2308 1.2705  -0.018
C10 -2.6707 -2.5901 1.9222  -0.013
C11 -3.9853 -2.9069 1.8868  0.034
C12 -4.9071 -2.2132 1.0440  0.004
C13 -6.2699 -2.5550 1.0117  0.005
C14 -7.1406 -1.9058 0.1737  0.001
C15 -6.6612 -0.9031 -0.6769  0.004
C16 -5.3316 -0.5522 -0.6595  0.003
C17 -4.4289 -1.1768 0.2167  -0.011
H1 2.5975 4.1402 0.6246  0.002
H2 2.6386 1.4156 1.9384  0.009
H3 1.1030 3.3719 1.1599  -0.012
H4 1.1333 4.1679 -1.8634  0.001
H5 -0.7537 5.4038 -2.8944  -0.001
H6 -3.0374 4.4849 -2.7920  0.000
H7 -3.4595 2.3201 -1.6529  0.000
H8 -1.9759 -3.1416 2.5429  0.001
H9 -4.3597 -3.7156 2.5037  0.001
H10 -6.6255 -3.3477 1.6598  0.000
H11 -8.1898 -2.1697 0.1594  0.000
H12 -7.3426 -0.4015 -1.3517  0.000
H13 -4.9567 0.2101 -1.3264  0.002
O3 0.4560 -1.7771 -1.1270  -0.001
C18 0.7830 -2.8095 -0.5506  0.006
C19 1.7507 -2.9218 0.5084  0.014
C20 2.1820 -4.1925 0.8789  0.001
C21 3.2111 -4.3502 1.7787  0.006
C22 3.8612 -3.2235 2.3090  0.000
C23 3.4223 -1.9668 2.0046  0.006
C24 2.3099 -1.7590 1.1448  -0.020
O4 1.8426 -0.5800 0.9663  -0.025
N3 3.6282 -5.6746 2.1715  0.000
O5 4.6403 -5.7823 2.8435  0.002
O6 2.9564 -6.6233 1.7985  0.001
H14 0.3329 -3.7613 -0.8816  0.000
H15 1.7228 -5.0683 0.4373  -0.001
H16 4.7061 -3.3739 2.9658  0.000
H17 3.9070 -1.0954 2.4252  0.000
O7 7.6688 3.5627 -0.9443  0.000
C25 6.6067 3.3890 -1.8730  0.000
N4 6.3795 1.9970 -2.0764  0.000
C26 5.3820 1.2058 -1.5594  0.001
O8 5.2833 0.0444 -1.8988  0.000
C27 4.4273 1.8520 -0.5896  0.008
C28 5.0221 2.3744 0.6375  0.001
C29 4.3853 2.6333 1.7852  0.000
C30 2.9150 2.4712 1.9711  -0.001
N5 2.0668 2.4433 -0.3981  -0.015
C31 3.1325 1.7796 -0.9543  -0.005
H18 7.8210 4.5028 -0.8046  0.000
H19 6.8754 3.8434 -2.8314  0.000
H20 5.6850 3.8469 -1.5089  0.000
H21 7.0914 1.4938 -2.5832  0.000
H22 6.0988 2.4900 0.6165  0.000
H23 4.9628 2.9880 2.6313  0.000
H24 2.6053 2.8805 2.9329  0.005
H25 2.8715 1.2321 -1.8534  -0.008

Atoms 1-3, force components in eV/Å:
1.6 -0.3 0.3
-0.1 0.0 0.2
0.5 0.4 -0.1

Copy entry 3 word for word.
ORCA calculation (wB97M-V/def2-TZVPD) on 2 unconnected molecules or ions with the total composition C2H3Br2O2P in a non-equilibrium geometry.

E: -155590.6005 eV
SMILES: PC(Br)Br.O=C=O
HOMO-LUMO gap: 9.8 eV
ΔE to the lowest compared entry with this formula, charge and spin: 84.35 kJ/mol

Each line ends with the Mulliken charge.
Atoms and positions in Å:
P1 -0.6049 1.9548 -1.5253  0.019
C1 -0.2167 0.4526 -0.2466  -0.373
Br1 1.0832 0.9444 1.2477  -0.093
Br2 0.2602 -1.0397 -1.2582  -0.037
H1 0.5577 1.7715 -2.5485  0.069
H2 0.1847 2.8592 -0.9003  0.051
H3 -1.1303 0.0486 0.3712  0.362
O1 -1.1591 -2.0953 1.5595  -0.376
C2 -0.0446 -2.3019 1.6271  0.737
O2 1.0697 -2.5942 1.6735  -0.358

Atoms 1-3, force components in eV/Å:
1.1 -2.1 -0.7
-1.6 1.2 1.3
-0.7 -0.3 -1.1

Look up the E of the fourth one.
-84801.1670 eV